(1)
The following is a quantum chemistry calculation of a single C4H9NOS molecule in a non-equilibrium geometry, from the Open Molecules 2025 dataset.

The geometry in XYZ format:
```
16
Properties=species:S:1:pos:R:3
S -0.5740 1.2949 -0.2827
O -0.3872 -1.3344 0.3100
N 0.9282 1.0489 -1.0982
C -1.5967 -1.7336 -0.2858
C -0.3369 -0.0678 0.9205
C 0.9771 0.0175 1.6255
C 1.2073 1.8488 -2.0659
H 2.1795 1.7066 -2.5437
H 1.1354 0.9207 2.2444
H -1.8422 -1.0411 -1.1499
H 0.5125 2.5830 -2.4297
H -1.2366 0.0583 1.6345
H 1.7911 0.0292 0.9089
H 1.0654 -0.8213 2.3228
H -2.3984 -1.7353 0.4740
H -1.4245 -2.7742 -0.5847
```

Its total charge is 0. The SMILES is C=NS[C@H](C)OC. The value obtained for the energy above the lowest of the compared OMol25 structures with the same formula, charge and spin is 54.41 kcal per mole. As for the HOMO-LUMO gap: 9.7 eV. Its HOMO energy is -8.82 eV.

***

(2)
The following is a quantum chemistry calculation of a 2-piece molecular cluster, C4H10N2O2 overall in a non-equilibrium geometry, from the Open Molecules 2025 dataset.

The geometry in XYZ format:
```
18
Properties=species:S:1:pos:R:3
O -2.0237 1.1857 0.4365
O 2.9333 -0.1287 -0.0004
N -2.8370 -0.1394 -1.1506
N 0.9539 -1.2281 1.4170
C -1.8019 0.2187 -0.2709
C 1.7626 0.4836 -0.0875
C 0.4776 -0.1328 0.5476
C -0.5421 -0.4923 -0.4051
H 1.9639 -1.3018 1.4510
H 1.6398 0.6189 -1.2041
H -3.6666 0.3658 -0.8634
H -0.5989 -1.1989 -1.2336
H 2.0218 1.5083 0.2628
H 0.5627 -2.1047 1.0948
H 3.6654 1.6033 -1.3840
H -3.0573 -1.1234 -1.2564
H 4.2787 1.7715 -1.7930
H 0.0190 0.6097 1.1977
```

Its total charge is 0. The value obtained for the energy above the lowest of the compared OMol25 structures with the same formula, charge and spin is 178.65 kcal per mole. As for the HOMO-LUMO gap: 5.2 eV. Its HOMO energy is -8.58 eV.

***

(3)
The following is a quantum chemistry calculation of a 2-piece molecular cluster, C9H14 overall in a non-equilibrium geometry, from the Open Molecules 2025 dataset.

The geometry in XYZ format:
```
23
Properties=species:S:1:pos:R:3
C -0.6096 1.4104 0.4423
C -0.2465 0.4881 -2.1164
C -0.0025 0.1627 -3.5286
C 0.4999 -0.9703 2.2431
C -1.5343 0.3890 -1.5577
C -1.6487 0.7501 -0.2235
C 0.8242 1.1473 -1.4277
C 0.7959 -2.0116 3.3088
C 0.6618 1.6358 -0.1503
H 1.3937 2.2057 0.4137
H 1.4043 -0.4088 2.0219
H -0.3638 -0.2953 2.5268
H 0.0919 -2.8267 3.0926
H -0.7201 1.7015 1.4593
H 1.8196 -2.5010 3.2838
H 0.6156 -1.5932 4.3186
H -2.5958 0.4980 0.2107
H 0.7038 -0.6501 -3.6401
H 0.4034 1.0272 -4.0419
H 1.7753 1.3530 -1.8976
H 0.0436 -1.4312 1.3825
H -2.4054 0.0576 -2.0784
H -0.9064 -0.1383 -4.0422
```

Its total charge is +1. The value obtained for the energy above the lowest of the compared OMol25 structures with the same formula, charge and spin is 12.27 kcal per mole. Its spin multiplicity is 2. As for the expectation value of S²: 0.77. As for the HOMO-LUMO gap (spin up / spin down): 10.3 / 6.3 eV. Its HOMO energy (spin up / spin down) is -14.57 / -14.56 eV.

***

(4)
The following is a quantum chemistry calculation of a single C8H4N2O2 molecule in a non-equilibrium geometry, from the Open Molecules 2025 dataset.

The geometry in XYZ format:
```
16
Properties=species:S:1:pos:R:3
O -3.9915 0.1727 -0.0679
O -1.9256 -1.2479 -0.3812
N -1.7690 1.0707 -0.7002
N 4.3941 0.9493 0.5234
C 0.9118 1.1271 -0.2798
C 1.8781 0.2990 0.4560
C 1.6409 -1.1326 0.6455
C -0.3547 0.6023 -0.4275
C -0.5115 -0.7971 -0.2091
C -2.7036 0.0099 -0.3011
C 3.2597 0.7439 0.5988
C 0.4161 -1.7398 0.2709
H -0.0956 -2.7802 0.5194
H 2.5500 -1.6937 1.0764
H -1.9214 2.1185 -0.3525
H 1.2072 2.1403 -0.9336
```

Its total charge is 0. The SMILES is N#Cc1ccc2oc(=O)[nH]c2c1. The value obtained for the energy above the lowest of the compared OMol25 structures with the same formula, charge and spin is 21.69 kcal per mole. As for the HOMO-LUMO gap: 9.1 eV. Its HOMO energy is -9.63 eV.

***

(5)
The following is a quantum chemistry calculation of a single C2H4NP molecule in a non-equilibrium geometry, from the Open Molecules 2025 dataset.

The geometry in XYZ format:
```
8
Properties=species:S:1:pos:R:3
P -1.1347 -1.0546 -0.0393
N -3.4029 0.7652 0.0203
C -2.4927 0.0779 -0.0895
C 0.3040 0.1004 -0.3673
H -1.2741 -1.1937 1.4439
H 1.1638 -0.4572 -0.8539
H -0.1076 0.6816 -1.2567
H 0.6849 0.5457 0.5082
```

Its total charge is 0. The SMILES is CPC#N. The value obtained for the energy above the lowest of the compared OMol25 structures with the same formula, charge and spin is 0.00 kcal per mole. As for the HOMO-LUMO gap: 10.4 eV. Its HOMO energy is -9.82 eV.

***

(6)
The following is a quantum chemistry calculation of a 3-piece molecular cluster, C16H41F3N6O7P2S2 overall in a non-equilibrium geometry, from the Open Molecules 2025 dataset.

The geometry in XYZ format:
```
77
Properties=species:S:1:pos:R:3
S -1.7922 -1.0769 3.9865
S -0.3668 -1.8443 1.6524
P -4.2539 -2.8607 -3.9026
P 4.6718 3.8262 3.8681
F 2.1138 -0.6197 1.1595
F 0.7323 0.5535 2.7101
F 0.1663 0.4685 0.3154
O -1.5423 -1.7950 0.6077
O -5.5482 -2.8971 -3.0536
O -3.1461 -1.7832 4.8193
O 4.7474 4.5355 5.2423
O -2.4870 -0.1200 2.9525
O -0.8469 -2.2668 3.2247
O 0.5465 -3.0313 1.1498
N 4.5849 3.0106 2.2883
N -5.1576 -3.2324 -5.3445
N 5.2501 5.2602 3.0662
N -4.1243 -1.1406 -3.7696
N 6.0310 2.8181 4.2283
N -2.7660 -2.8189 -4.8786
C 5.7450 1.7451 5.1834
C 0.6780 -0.3010 1.5044
C -1.6273 -3.1307 -3.9819
C 4.8770 6.5424 3.6932
C -2.6117 -3.7679 -6.0032
C -3.6239 -2.9827 4.1182
C -3.6833 -0.6728 -2.4535
C -4.4783 -2.6388 2.7219
C -6.3558 -4.0718 -5.1541
C -3.6022 -0.2072 -4.7701
C 7.0440 2.3223 3.2940
C 6.6129 5.4131 2.5711
C 4.1799 3.7863 1.0953
C -4.2325 -3.3579 1.4372
C 3.5655 1.9388 2.3875
C -5.4917 -2.2448 -6.3637
H -1.6014 -2.4689 -3.1151
H 4.9523 4.4685 0.7476
H -2.8092 -3.8180 3.9536
H -6.1231 -1.4454 -5.9699
H -2.5281 -0.3204 -4.9371
H -4.1091 -0.2701 -5.7272
H -6.0199 -2.7089 -7.2067
H -4.1355 -4.5298 1.3815
H -6.1608 -4.8843 -4.4470
H 5.0968 2.0958 5.9927
H -3.9558 0.3772 -2.2889
H 5.5232 6.7719 4.5504
H 6.6629 1.3731 5.6555
H 6.8474 4.6752 1.8001
H -4.0673 -2.6890 0.4622
H -3.2314 -3.5172 -6.8611
H 7.8552 1.8174 3.8340
H -5.2638 -1.7458 2.8164
H 3.9950 3.1238 0.2423
H -4.5959 -1.8205 -6.8235
H -1.5870 -3.7517 -6.3910
H -2.5980 -0.7572 -2.3387
H 3.2622 4.3586 1.2876
H -4.4363 -3.4807 4.8382
H 3.7685 1.2625 3.2191
H 5.2516 0.8961 4.6996
H 3.5448 1.3224 1.4813
H 2.5691 2.3635 2.5488
H -7.2042 -3.4807 -4.7854
H 6.6434 1.6025 2.5757
H -4.1533 -1.2479 -1.6493
H -1.6979 -4.1570 -3.6063
H -3.7693 0.8310 -4.4559
H 7.5514 3.1100 2.7471
H -2.8410 -4.7953 -5.6889
H -6.6634 -4.5463 -6.0925
H 7.3504 5.3599 3.3748
H 6.7417 6.3743 2.0568
H 3.8364 6.5285 4.0323
H 4.9591 7.3724 2.9827
H -0.6678 -3.0080 -4.4975
```

Its total charge is 0. As for the HOMO-LUMO gap: 6.0 eV. Its HOMO energy is -8.09 eV.

***

- The highest total charge belongs to which entry?
  C9H14

***

- total charge of number 4 (C8H4N2O2)?
  0

***

- Which value of total charge does entry 1 give?
  0

***

- Which value of total charge does entry 1 give?
  0